C2H3ClO2S | the ωB97M-V functional and the def2-TZVPD basis

Structure (XYZ):
```
9
Properties=species:S:1:pos:R:3:forces:R:3
O -1.233 0.848 2.333 0.42 0.50 -1.49
C -1.569 0.381 1.285 -0.30 -0.50 2.02
Cl -2.860 -0.822 1.374 -0.46 -0.17 -0.22
C -1.005 0.524 -0.084 0.15 0.00 -1.25
S -0.806 -0.785 -1.011 0.22 0.76 0.31
H -0.770 1.538 -0.470 0.00 -0.60 0.65
O 2.690 -0.746 -0.832 -3.61 -0.49 0.40
H 2.022 -0.420 -1.483 1.13 -0.33 0.69
H 3.530 -0.518 -1.112 2.45 0.83 -1.12
```
Positions in Å, forces in eV/Å.

Results
spin multiplicity = 1
net charge = 0
maximum force = 3.67 eV Å⁻¹
energy relative to the best compared isomer or geometry (same formula, charge and spin) = 17.6 kcal per mole
gap between HOMO and LUMO = 7.9 eV
energy = -1086.8227 Ha

Here are the Mulliken charges for atoms 1 to 6, given in e: -0.3987 0.5936 -0.1700 -0.1902 -0.1298 0.3001


C2H3ClO2S | the ωB97M-V functional and the def2-TZVPD basis

Structure (XYZ):
```
9
Properties=species:S:1:pos:R:3:forces:R:3
O 2.114 0.609 0.370 0.73 -1.01 0.58
S 0.745 0.808 0.072 -1.49 -0.41 -1.50
O 0.306 2.118 -0.190 -0.90 1.78 -0.31
C -0.128 -0.443 -0.849 0.73 -0.08 1.58
C -0.487 -0.263 0.727 0.08 0.43 -1.85
Cl -2.128 -0.004 1.117 -0.37 0.62 0.44
H 0.393 -1.355 -0.842 1.09 -1.07 -0.38
H -0.805 -0.476 -1.704 -0.19 1.09 0.54
H -0.010 -0.994 1.299 0.32 -1.35 0.90
```
Positions in Å, forces in eV/Å.

Results
spin multiplicity = 1
net charge = 0
maximum force = 2.16 eV Å⁻¹
energy relative to the best compared isomer or geometry (same formula, charge and spin) = 54.5 kcal per mole
gap between HOMO and LUMO = 11.2 eV
energy = -1086.7639 Ha

Here are the Mulliken charges for atoms 1 to 6, given in e: -0.5476 0.9377 -0.5569 -0.5647 -0.1798 -0.1354


Q: Number 1 is which compound?
A: C2H3ClO2S


Q: The lowest energy relative to the best compared isomer or geometry (same formula, charge and spin) belongs to which entry?
A: number 1


Q: Which formula does entry 2 have?
A: C2H3ClO2S


Q: Among the records above, which one has the highest maximum force?
A: number 1